Entry from OMol25: CH7N5 as an isolated structure at a distorted geometry (wB97M-V/def2-TZVPD).

## Properties
E_tot   -8577.9518 eV
HOMO level   -20.844 eV
Total charge   +2
LUMO level   -10.4308 eV
Strongest force on any atom   0.094 Eh/bohr

Structure (XYZ):
```
13
Properties=species:S:1:pos:R:3:forces:R:3:nbo_charge:R:1
C -0.2039 0.2225 1.4478 -0.925 0.460 1.778 0.21
N -1.2878 0.8329 1.1661 -0.596 -0.135 -2.275 -0.07
N 0.8133 -0.4583 0.8642 3.261 -3.115 -1.708 -0.37
N 1.9339 -0.8552 -1.0666 0.193 -1.170 -2.059 -0.33
N -1.8553 0.9163 -0.5766 -0.559 -0.455 2.779 -0.66
N 0.9538 -0.4975 -0.4425 -2.862 2.290 1.991 0.16
H 0.0624 0.2194 2.5491 -1.094 0.516 -0.825 0.31
H 1.4447 -1.1098 1.4459 -1.067 1.586 -0.561 0.46
H 2.7623 -1.3837 -0.7263 -0.184 0.372 -0.166 0.45
H 1.6408 -0.7418 -2.0770 1.742 -0.582 0.812 0.48
H -2.8851 1.0045 -0.5293 0.257 0.896 1.145 0.46
H -1.9071 0.0569 -1.1178 1.627 -0.187 -0.492 0.44
H -1.4721 1.7939 -0.9371 0.208 -0.476 -0.418 0.46
```
Positions in Å, forces in eV/Å.


Entry from OMol25: an isolated ion of composition C4H7N2O2 and charge +1 at a distorted geometry (wB97M-V/def2-TZVPD).

## Properties
E_tot   -11329.0317 eV
HOMO level   -13.341 eV
Total charge   +1
LUMO level   -4.7087 eV
Strongest force on any atom   0.085 Eh/bohr
SMILES   [NH2+]=C/C=C\N=C(O)O

Structure (XYZ):
```
15
Properties=species:S:1:pos:R:3:forces:R:3:nbo_charge:R:1
C 1.5560 -0.9020 0.4508 -0.565 0.631 -0.483 -0.41
C 2.2134 0.2549 0.0375 -0.885 -0.414 0.359 0.22
C 0.1760 -0.9810 0.2907 -0.844 -1.554 1.678 0.17
C -2.0568 -0.1643 -0.0468 3.693 0.996 2.127 0.93
N -0.6503 0.0625 -0.0412 -2.327 -2.638 -0.266 -0.68
N 1.7257 1.2912 -0.5698 -1.559 1.203 -0.026 -0.69
O -2.7178 0.7159 -0.6712 -0.296 1.116 -1.793 -0.59
O -2.7719 -0.8894 0.7445 2.991 -1.439 0.259 -0.59
H 2.2221 -1.6931 0.8284 -0.981 0.261 -0.145 0.27
H 3.1987 0.3789 0.3036 2.582 -0.322 -0.010 0.21
H -0.2570 -1.9920 0.6283 0.263 1.571 -0.767 0.22
H 0.7013 1.4645 -0.4510 1.188 -0.202 -0.895 0.45
H 2.3651 1.9819 -0.9579 -0.488 -0.013 0.463 0.43
H -2.0254 1.1760 -1.1855 -0.557 0.457 -0.231 0.53
H -3.6793 -0.7041 0.6396 -2.213 0.346 -0.270 0.53
```
Positions in Å, forces in eV/Å.


Entry from OMol25: a 13-piece molecular cluster, C28H57Br24NO3 overall (wB97M-V/def2-TZVPD).

## Properties
E_tot   -1718615.0260 eV
HOMO level   -9.158 eV
LUMO level   0.2868 eV
Strongest force on any atom   0.010 Eh/bohr

Structure (XYZ):
```
113
Properties=species:S:1:pos:R:3:forces:R:3:lowdin_charge:R:1
N 0.6106 1.1677 -3.6814 -0.015 0.047 0.065 0.00
C 1.7791 0.3469 -3.3505 -0.045 0.069 -0.105 -0.30
C 2.6305 1.0323 -2.2945 -0.097 0.171 0.067 -0.21
C 3.6324 0.0842 -1.6730 0.270 -0.296 -0.210 -0.17
O 4.2306 0.5683 -0.4570 -0.277 0.273 0.174 -0.06
C 4.8179 1.7961 -0.5332 -0.431 -0.288 0.019 -0.64
O 5.9435 1.9772 -0.8698 0.367 0.146 -0.210 0.15
O 4.0053 2.7811 -0.1400 0.154 0.168 0.128 0.12
H 0.7780 2.1412 -3.4597 0.026 -0.015 -0.065 0.06
H 0.3852 1.1165 -4.6656 -0.013 -0.017 0.026 0.06
H 1.4362 -0.6161 -2.9587 0.001 -0.024 -0.055 0.11
H 2.3937 0.1553 -4.2350 -0.068 -0.111 0.086 0.04
H 3.1379 1.8929 -2.7443 0.038 -0.010 0.013 0.12
H 1.9670 1.4224 -1.5167 0.016 -0.119 -0.081 0.04
H 4.4326 -0.1621 -2.3747 -0.040 0.008 0.019 0.08
H 3.1420 -0.8448 -1.3850 0.010 -0.002 0.085 0.13
H 3.1494 2.4204 0.1429 -0.006 -0.055 -0.011 0.03
Br 5.6042 2.9231 -7.3314 -0.031 -0.007 0.014 0.64
C 6.1672 2.6035 -5.5006 0.002 0.044 -0.040 -0.69
C 6.5153 1.1598 -5.2535 -0.022 -0.027 0.068 -0.66
Br 4.9228 0.0441 -5.1712 0.171 0.006 -0.170 0.70
H 5.3521 2.9345 -4.8643 0.039 0.011 0.042 0.05
H 7.0385 3.2328 -5.3336 0.009 -0.019 -0.009 0.06
H 7.0036 1.0520 -4.2874 -0.026 0.008 0.018 0.06
H 7.1442 0.7455 -6.0351 0.006 0.019 -0.001 0.05
Br -1.1545 1.3363 3.7437 -0.027 0.125 -0.051 0.64
C -0.7750 0.2308 2.1915 -0.031 -0.034 0.102 -0.69
C 0.5877 0.5285 1.6301 -0.026 0.036 -0.110 -0.70
Br 0.6181 2.2331 0.6778 -0.024 0.087 0.139 0.72
H -1.5713 0.4123 1.4765 0.015 -0.020 -0.020 0.06
H -0.8211 -0.8003 2.5365 0.014 0.014 0.010 -0.01
H 0.8788 -0.2225 0.8976 -0.066 -0.015 -0.007 0.05
H 1.3529 0.6059 2.3936 -0.070 -0.036 0.028 -0.01
Br 2.7808 3.9829 -9.7419 0.029 -0.005 -0.010 0.59
C 3.1705 5.6027 -8.7438 -0.071 -0.019 0.039 -0.72
C 3.7773 6.6734 -9.6086 0.137 -0.054 -0.063 -0.73
Br 5.6345 6.2977 -10.0533 -0.040 -0.028 -0.020 0.60
H 3.8298 5.3096 -7.9316 -0.011 0.020 0.008 0.01
H 2.2169 5.9439 -8.3455 0.002 0.013 -0.018 0.00
H 3.7864 7.6212 -9.0791 0.077 -0.063 -0.026 -0.03
H 3.2493 6.7882 -10.5501 -0.021 0.023 0.019 0.05
Br -0.8067 6.5673 -7.6723 -0.011 -0.001 0.060 0.63
C -0.5699 8.2004 -6.6452 -0.058 -0.035 -0.017 -0.70
C -0.0153 9.3160 -7.4907 0.040 -0.037 -0.001 -0.68
Br 1.8624 9.0234 -7.9010 -0.110 0.153 0.045 0.70
H 0.0848 7.9517 -5.8156 -0.006 0.038 0.013 0.05
H -1.5561 8.4730 -6.2741 -0.011 -0.003 -0.045 0.01
H -0.0706 10.2632 -6.9594 0.030 -0.016 0.025 0.06
H -0.5268 9.3989 -8.4445 -0.033 0.012 0.022 0.05
Br 7.0879 -1.7408 1.7938 -0.001 0.031 -0.032 0.64
C 6.2744 -0.3567 2.8905 0.048 -0.041 0.009 -0.67
C 5.0570 -0.8636 3.6187 -0.022 0.038 -0.036 -0.67
Br 3.5505 -1.0884 2.4139 0.041 -0.158 0.104 0.70
H 6.0491 0.4662 2.2187 -0.016 0.011 0.022 0.04
H 7.0358 -0.0502 3.6044 0.007 -0.017 -0.004 0.06
H 4.7374 -0.1457 4.3709 0.006 0.028 -0.029 0.06
H 5.2276 -1.8301 4.0827 0.018 0.012 0.015 -0.01
Br -1.5555 -1.9155 5.7200 -0.037 -0.040 -0.014 0.59
C -2.5082 -0.5706 6.7465 0.024 -0.018 0.005 -0.70
C -3.7692 -1.1115 7.3717 0.025 -0.036 -0.065 -0.71
Br -5.1629 -1.3668 6.0464 -0.023 0.019 -0.078 0.59
H -2.7139 0.2440 6.0584 0.014 0.012 0.016 0.00
H -1.8155 -0.2348 7.5154 -0.014 -0.021 0.020 0.06
H -4.1662 -0.4074 8.0993 0.019 0.016 -0.026 0.03
H -3.6144 -2.0767 7.8465 -0.009 0.014 0.015 0.02
Br -4.3362 -4.4542 3.6531 0.041 0.000 0.056 0.62
C -6.2683 -4.4751 3.8532 0.022 -0.044 0.026 -0.69
C -6.9629 -3.9833 2.6136 0.008 0.195 0.008 -0.74
Br -6.8166 -2.0519 2.4256 0.036 -0.028 -0.010 0.61
H -6.4899 -3.8605 4.7217 0.006 -0.016 0.010 0.02
H -6.5377 -5.5101 4.0535 -0.011 0.001 -0.032 0.04
H -8.0253 -4.2025 2.6617 0.018 0.075 0.023 0.00
H -6.5496 -4.4154 1.7077 -0.031 -0.021 0.009 0.00
Br -8.9508 -6.8160 2.1823 -0.064 -0.128 -0.046 0.67
C -8.4473 -7.9363 0.6748 -0.017 -0.009 0.057 -0.68
C -7.0467 -7.6532 0.1988 0.017 0.041 -0.045 -0.69
Br -6.9274 -5.9817 -0.7823 0.003 -0.001 0.030 0.65
H -9.1873 -7.7593 -0.0993 0.013 -0.017 -0.012 0.05
H -8.5246 -8.9613 1.0298 0.016 0.005 0.008 0.06
H -6.7241 -8.4293 -0.4915 -0.013 0.000 -0.003 0.06
H -6.3429 -7.5817 1.0229 0.002 -0.035 -0.002 0.05
Br 8.5205 -4.0125 6.9287 -0.024 -0.016 -0.002 0.60
C 8.4788 -5.1893 5.3829 0.018 0.027 0.041 -0.70
C 7.7067 -4.5894 4.2382 -0.050 -0.004 -0.015 -0.71
Br 5.7891 -4.6306 4.5490 -0.007 0.008 0.017 0.63
H 8.0490 -6.1273 5.7202 0.018 -0.012 -0.021 0.05
H 9.5163 -5.3423 5.0951 -0.001 0.016 -0.006 0.06
H 7.8719 -5.1602 3.3272 0.000 -0.018 0.014 0.06
H 7.9678 -3.5507 4.0632 0.026 -0.015 -0.030 0.01
Br -1.7836 -3.2100 -0.1519 0.036 0.015 0.004 0.61
C -0.7649 -4.7325 0.4973 -0.032 0.027 -0.027 -0.69
C -0.7990 -4.8280 1.9999 0.026 0.057 -0.010 -0.68
Br 0.2936 -3.4496 2.8202 0.098 -0.016 0.061 0.62
H 0.2464 -4.6089 0.1221 0.002 -0.046 -0.001 0.05
H -1.2183 -5.6147 0.0510 -0.031 0.015 0.009 0.06
H -0.3918 -5.7794 2.3345 0.035 0.013 -0.021 0.06
H -1.8019 -4.7005 2.3912 -0.050 -0.032 -0.007 -0.02
Br -6.5374 -1.6274 9.6973 -0.084 0.016 0.051 0.64
C -6.6648 -3.4218 10.4261 0.048 0.030 -0.052 -0.69
C -5.4066 -4.2105 10.1685 0.004 -0.036 -0.034 -0.69
Br -5.2226 -4.7165 8.3017 0.018 0.024 0.005 0.63
H -7.5364 -3.8764 9.9657 0.010 -0.039 0.027 0.05
H -6.8275 -3.3125 11.4959 0.016 0.024 -0.002 0.06
H -5.4148 -5.1364 10.7392 -0.024 -0.009 -0.020 0.06
H -4.5176 -3.6378 10.4148 -0.004 -0.018 0.057 0.05
Br -4.4771 9.1770 -6.8279 -0.010 -0.018 -0.018 0.62
C -5.1809 8.0562 -5.4024 0.035 0.029 -0.003 -0.69
C -4.6359 6.6528 -5.4596 -0.014 -0.069 -0.023 -0.70
Br -5.4343 5.6124 -6.8890 0.035 0.037 -0.024 0.61
H -6.2616 8.0761 -5.5006 0.002 0.006 0.016 0.05
H -4.8879 8.5405 -4.4738 0.015 -0.017 0.002 0.06
H -4.8717 6.1243 -4.5387 -0.005 0.018 0.007 0.06
H -3.5624 6.6341 -5.6269 0.001 -0.001 0.019 0.03
```
Positions in Å, forces in eV/Å.


Entry from OMol25: a 2-piece molecular cluster, CH2ClNO overall at a distorted geometry (wB97M-V/def2-TZVPD).

## Properties
E_tot   -17126.7257 eV
HOMO level   -10.520 eV
LUMO level   0.1743 eV
Strongest force on any atom   0.042 Eh/bohr
SMILES   C#N.OCl

Structure (XYZ):
```
6
Properties=species:S:1:pos:R:3:forces:R:3:nbo_charge:R:1
C -0.9049 -0.5516 0.3515 -1.032 0.995 -0.884 0.06
N -1.2371 0.5606 0.2686 0.957 -1.896 0.384 -0.31
O 2.0596 0.6692 -0.8876 -1.678 -0.023 0.228 -0.70
Cl 2.6565 -0.4589 0.2019 -0.006 -0.055 0.039 0.20
H -0.7797 -1.6275 0.2006 0.171 0.835 0.471 0.25
H 1.0662 0.6602 -0.7168 1.587 0.144 -0.238 0.49
```
Positions in Å, forces in eV/Å.


Entry from OMol25: CsF6H2OP as an isolated structure at a distorted geometry (wB97M-V/def2-TZVPD).

## Properties
E_tot   -28223.4913 eV
HOMO level   -11.670 eV
LUMO level   -0.2596 eV
Strongest force on any atom   0.255 Eh/bohr

Structure (XYZ):
```
11
Properties=species:S:1:pos:R:3:forces:R:3:lowdin_charge:R:1
Cs -0.0375 -13.4279 -5.8061 -6.518 -10.595 4.149 1.80
P 2.3042 -11.3136 -6.3166 4.239 3.292 -1.217 0.23
F 3.2366 -12.4460 -5.6806 -0.298 0.272 0.061 -0.12
F 1.3979 -11.2713 -4.9330 6.376 -0.657 1.289 -0.20
F 3.2342 -10.0902 -5.7218 -1.185 -1.207 -0.127 -0.14
F 1.1893 -10.2745 -6.8982 0.698 -0.295 -0.186 -0.13
F 3.1800 -11.2230 -7.6723 -0.915 -0.593 0.561 -0.12
F 1.3876 -12.5377 -6.9396 6.296 4.199 -5.148 -0.70
O -0.5671 -11.3433 -5.2456 -6.751 3.969 0.703 -0.51
H 0.3232 -11.1025 -5.5018 -1.566 1.290 -0.140 -0.17
H -1.0072 -10.5071 -5.0926 -0.377 0.327 0.055 0.07
```
Positions in Å, forces in eV/Å.